{
  "formula": "C31H55Cl3N3O10",
  "method": "ωB97M-V with the def2-TZVPD basis set",
  "symbols": ["C", "C", "Cl", "C", "Cl", "C", "N", "N", "C", "C", "N", "C", "C", "C", "C", "C", "Cl", "H", "H", "H", "H", "H", "H", "H", "H", "H", "H", "H", "H", "H", "H", "H", "O", "C", "O", "C", "C", "C", "H", "H", "H", "H", "H", "H", "H", "H", "O", "C", "O", "C", "C", "C", "H", "H", "H", "H", "H", "H", "H", "H", "O", "C", "O", "C", "C", "C", "H", "H", "H", "H", "H", "H", "H", "H", "O", "C", "O", "C", "C", "C", "H", "H", "H", "H", "H", "H", "H", "H", "O", "C", "O", "C", "C", "C", "H", "H", "H", "H", "H", "H", "H", "H"],
  "positions_angstrom": [[-3.6921, 2.4841, -1.1188], [-2.9755, 3.8054, -0.9934], [-3.9772, 5.2221, -0.9657], [-1.6515, 3.9392, -0.9066], [-0.8796, 5.4900, -0.7696], [-0.7727, 2.7280, -0.9615], [-0.2222, 2.4745, -2.1329], [0.5426, 1.4099, -2.3118], [0.7119, 0.6423, -1.2729], [1.5636, -0.6286, -1.5086], [0.9787, -1.7531, -0.7785], [0.2046, 0.8440, 0.0238], [-0.5906, 1.9634, 0.1971], [-1.2133, 2.2622, 1.5349], [-2.0326, 1.0000, 1.9714], [-1.6096, 0.4700, 3.3643], [-0.8193, -1.1460, 3.1383], [-3.5735, 1.9293, -0.1846], [-4.7588, 2.6543, -1.2492], [-3.3126, 1.8999, -1.9574], [-0.3995, 3.0765, -2.9309], [2.5929, -0.4492, -1.2003], [1.4863, -0.8912, -2.5649], [1.2985, -1.8039, 0.1792], [-0.0302, -1.7664, -0.8474], [0.4112, 0.1762, 0.8511], [-1.9462, 3.0584, 1.4108], [-0.4790, 2.5264, 2.2945], [-3.1045, 1.2073, 1.9647], [-1.8937, 0.1695, 1.2784], [-0.8891, 1.1370, 3.8265], [-2.4837, 0.2899, 3.9812], [1.5025, -3.6112, 1.3747], [1.9698, -4.6742, 1.0397], [2.4398, -5.4984, 1.9746], [2.8382, -6.8614, 1.7098], [4.2738, -6.9279, 1.2283], [2.1141, -5.0436, -0.4160], [2.1494, -7.3380, 1.0292], [2.7504, -7.3823, 2.6539], [4.4094, -6.3983, 0.2841], [4.5780, -7.9651, 1.0882], [4.9410, -6.4612, 1.9546], [3.0330, -4.6057, -0.8033], [1.2676, -4.6297, -0.9587], [2.1155, -6.1154, -0.5982], [-1.5765, -1.6851, -3.4932], [-1.8427, -1.1640, -4.5455], [-1.9043, -1.9040, -5.6538], [-2.3940, -1.4180, -6.9118], [-1.3071, -0.7190, -7.7008], [-2.0116, 0.3347, -4.6353], [-3.2753, -0.7908, -6.7679], [-2.7281, -2.2999, -7.4545], [-0.9334, 0.1639, -7.1803], [-1.6830, -0.4095, -8.6759], [-0.4587, -1.3871, -7.8481], [-1.0265, 0.7919, -4.7308], [-2.4785, 0.6730, -3.7118], [-2.6529, 0.6698, -5.4470], [1.0463, -8.8063, 2.1342], [0.0291, -8.6602, 2.7610], [-0.6518, -9.7428, 3.1633], [-1.7594, -9.6931, 4.0695], [-3.0599, -9.4121, 3.3465], [-0.5423, -7.2855, 3.0223], [-1.5689, -8.9833, 4.8758], [-1.8045, -10.6787, 4.5296], [-3.0471, -8.4375, 2.8577], [-3.8974, -9.4362, 4.0441], [-3.2285, -10.1585, 2.5701], [-1.1232, -6.9730, 2.1550], [0.2838, -6.5914, 3.1666], [-1.1606, -7.2270, 3.9145], [-1.7746, 3.5389, 5.2533], [-1.1854, 4.5865, 5.1982], [-1.7700, 5.6895, 5.6802], [-1.0944, 6.9431, 5.8429], [-1.1116, 7.7559, 4.5653], [0.1592, 4.7005, 4.5148], [-0.0850, 6.7921, 6.2280], [-1.6447, 7.4724, 6.6184], [-0.5821, 7.2493, 3.7573], [-0.6454, 8.7282, 4.7254], [-2.1375, 7.9099, 4.2301], [0.0029, 4.8237, 3.4430], [0.7111, 3.7797, 4.6947], [0.7774, 5.5136, 4.8862], [6.0125, 5.5256, -4.4165], [5.0603, 5.8577, -3.7755], [4.2027, 4.9065, -3.3314], [3.1504, 5.1616, -2.4078], [1.8984, 5.6529, -3.1070], [4.7406, 7.3136, -3.5283], [3.4783, 5.8409, -1.6191], [2.9471, 4.2038, -1.9263], [2.0652, 6.6020, -3.6154], [1.0859, 5.7828, -2.3894], [1.5849, 4.9344, -3.8683], [4.2017, 7.7090, -4.3883], [5.6785, 7.8517, -3.4173], [4.1650, 7.4946, -2.6227]],
  "forces_ev_per_a": [[-0.0173, 0.3170, 0.3010], [-0.3084, 0.4465, -0.2026], [0.1731, -0.4264, 0.0459], [-0.1239, 0.0860, -0.3611], [-0.0346, -0.5062, 0.1750], [-1.3891, 2.2483, 0.6099], [0.2737, -1.1853, 1.2060], [-0.1740, 0.6612, -0.8796], [1.7934, -1.9049, 0.2240], [-1.7048, -0.2920, 0.1690], [0.8242, 0.6320, -0.1629], [-0.5556, 1.3706, -0.5667], [1.0134, -0.6737, 0.0598], [-1.3137, -0.6656, -0.7472], [0.3370, -0.0696, 0.6981], [-0.2702, -0.4166, -0.8660], [0.1156, 0.3261, 0.1934], [0.0343, -0.1589, -0.1558], [0.0885, -0.0250, -0.1154], [-0.0106, -0.0496, 0.1004], [0.1149, -0.0671, -0.0431], [0.0042, -0.0823, -0.1182], [0.4035, 0.4216, -0.0716], [-0.2393, -0.4501, 0.0553], [0.0139, -0.2235, 0.0041], [0.0830, -0.1784, -0.1737], [0.4077, 0.3408, 0.2447], [0.0847, 0.0588, -0.1715], [0.1131, 0.1980, 0.1175], [-0.0385, 0.1867, -0.1212], [-0.1726, -0.1311, 0.3214], [0.2148, 0.1421, 0.2431], [-0.0340, 0.0158, 0.3035], [0.2850, 0.0350, -0.2926], [-0.2330, 0.0240, 0.3630], [0.8793, 0.2437, -0.3348], [0.0529, 0.2750, -0.0330], [-0.4877, -0.3325, -0.0871], [-0.0449, 0.0837, -0.0952], [-0.1037, 0.1626, 0.1054], [-0.0257, -0.0873, -0.0461], [-0.0341, -0.0053, 0.0212], [-0.0123, -0.0765, 0.0417], [0.0035, -0.0003, 0.0030], [0.1213, 0.2350, 0.0147], [0.2096, 0.0048, 0.0544], [0.0397, -0.0136, 0.0475], [0.2496, 0.1456, 0.0717], [-0.1514, -0.3061, 0.1129], [0.0535, 0.2083, -0.2972], [0.1292, 0.0557, 0.1266], [-0.5123, 0.1891, -0.0692], [0.0470, 0.0352, 0.0795], [0.0337, -0.1009, 0.1674], [-0.0694, 0.0476, -0.0367], [-0.0109, -0.0208, 0.0077], [-0.0549, -0.0448, -0.0474], [0.0114, -0.0345, -0.0590], [0.1518, -0.0729, 0.0979], [0.1676, -0.0040, -0.1264], [-0.5601, -0.5895, 0.1908], [-0.2161, 0.1672, -0.1986], [0.2400, -0.2857, 0.1150], [-0.2919, 0.0824, 0.0359], [0.0183, 0.0873, -0.1492], [0.1975, 0.0692, 0.4801], [0.0230, 0.0571, -0.0654], [0.1580, -0.0374, -0.0887], [-0.0162, 0.0373, 0.0818], [0.0163, -0.0170, 0.0057], [-0.0024, -0.0554, 0.0660], [-0.0123, -0.0138, 0.0037], [0.0258, 0.0049, -0.2084], [-0.1512, -0.0404, -0.1151], [-0.0031, -0.0584, -0.1281], [0.0561, 0.0510, -0.2509], [-0.1925, -0.0637, 0.2868], [0.1316, 0.2571, -0.1368], [-0.0248, -0.1082, -0.1470], [0.3070, -0.0589, 0.3930], [0.0042, -0.0643, -0.0590], [-0.0990, -0.1588, 0.0226], [0.0840, 0.0322, 0.0380], [-0.0120, -0.0072, 0.0179], [-0.0092, 0.0477, 0.0775], [-0.0103, 0.0617, 0.0064], [-0.1232, -0.0799, -0.1050], [-0.0677, 0.1024, -0.1444], [-0.0255, -0.2060, 0.0396], [-0.0167, 0.4212, -0.2127], [0.0786, -0.4171, 0.1087], [-0.1368, 0.1441, -0.0581], [-0.0576, 0.0541, -0.0439], [0.0969, 0.0175, 0.5125], [-0.0173, 0.0586, -0.0484], [0.1328, -0.0571, -0.0516], [-0.0100, 0.0237, 0.0555], [0.1545, 0.0272, -0.1180], [0.0445, -0.0366, 0.0125], [0.0003, -0.0055, -0.0040], [0.0295, -0.0293, -0.2155], [-0.1437, -0.0044, -0.1062]],
  "spin_multiplicity": 1,
  "orbital_gap_ev": 6.98,
  "e_homo_ha": -0.4246,
  "total_charge": 1,
  "total_energy_ev": -95544.40317,
  "e_lumo_ha": -0.168
}

{
  "formula": "C28H38BrClN3O15PS",
  "method": "ωB97M-V with the def2-TZVPD basis set",
  "symbols": ["C", "C", "C", "C", "N", "C", "C", "P", "O", "Br", "C", "Cl", "C", "N", "S", "N", "C", "C", "C", "C", "O", "O", "H", "H", "H", "H", "H", "H", "H", "H", "H", "H", "H", "H", "H", "H", "C", "C", "C", "O", "C", "O", "O", "H", "H", "H", "H", "H", "H", "C", "C", "C", "O", "C", "O", "O", "H", "H", "H", "H", "H", "H", "C", "C", "C", "O", "C", "O", "O", "H", "H", "H", "H", "H", "H", "C", "C", "C", "O", "C", "O", "O", "H", "H", "H", "H", "H", "H"],
  "positions_angstrom": [[2.4143, 5.2805, 3.7666], [3.1509, 4.5486, 2.5900], [2.2587, 4.6422, 1.3007], [1.6844, 3.2428, 0.8909], [0.3529, 3.4299, 0.2765], [-0.7268, 3.0747, 1.1344], [-0.9638, 1.6714, 1.5914], [0.2707, 0.3865, 0.9478], [-0.5041, -1.0665, 0.7751], [1.7597, -0.0115, 2.6381], [-2.0071, 1.3503, 2.4227], [-2.2814, -0.2830, 3.0235], [-2.9486, 2.3527, 2.8713], [-4.0024, 2.2468, 3.6484], [-4.6416, 3.7467, 3.8182], [-3.5980, 4.5480, 2.8762], [-2.6818, 3.7211, 2.3948], [-1.5679, 4.0733, 1.5417], [-1.4288, 5.5489, 1.1846], [-1.0534, 5.7992, -0.2858], [-1.6019, 5.3119, -1.2386], [0.0198, 6.6293, -0.5128], [1.3297, 5.2719, 3.5772], [2.7822, 6.3162, 3.8287], [2.6343, 4.7278, 4.6972], [4.1367, 5.0097, 2.4012], [3.3169, 3.4795, 2.7999], [2.8487, 5.0502, 0.4614], [1.3870, 5.3024, 1.4349], [2.3846, 2.8081, 0.1562], [1.6528, 2.5473, 1.7508], [0.2792, 3.0055, -0.6431], [-0.4451, -1.5031, 1.6556], [-0.6844, 5.9973, 1.8718], [-2.3905, 6.0468, 1.4041], [0.3167, 6.9597, 0.3480], [-3.6727, 3.5482, -2.9978], [-4.4342, 2.6313, -2.0746], [-3.7095, 1.3613, -1.7192], [-4.7935, 0.4747, -1.4189], [-5.8642, 0.9003, -2.1432], [-6.8756, 0.2904, -2.2698], [-5.6186, 2.1145, -2.7042], [-4.3216, 4.3412, -3.3718], [-2.8269, 3.9994, -2.4802], [-3.3002, 3.0088, -3.8720], [-4.7466, 3.1782, -1.1789], [-3.0511, 1.4750, -0.8583], [-3.1411, 0.9398, -2.5528], [1.7454, -2.5090, -4.3568], [1.0760, -1.5258, -3.4268], [0.6844, -0.2238, -4.0704], [0.6878, 0.6729, -2.9510], [1.5809, 0.1760, -2.0538], [1.9575, 0.7657, -1.0898], [1.9771, -1.0716, -2.3989], [2.1753, -3.3276, -3.7905], [1.0365, -2.9054, -5.0692], [2.5642, -2.0353, -4.9035], [0.2229, -2.0011, -2.9324], [-0.2990, -0.2600, -4.5355], [1.4140, 0.1354, -4.8006], [3.8270, -8.7085, -4.7486], [3.5708, -7.2553, -4.4321], [2.4555, -7.0176, -3.4501], [2.0263, -5.6984, -3.8040], [2.3112, -5.5307, -5.1238], [1.9276, -4.6200, -5.7843], [3.0900, -6.5455, -5.5837], [4.4978, -8.8004, -5.6032], [4.2735, -9.2182, -3.8944], [2.9015, -9.2214, -5.0168], [4.4988, -6.7735, -4.1090], [2.7875, -7.0526, -2.4141], [1.6116, -7.6998, -3.5798], [1.1998, -4.3204, 6.3626], [0.1073, -3.5664, 5.6449], [-1.2312, -4.2535, 5.6460], [-1.8372, -3.7181, 4.4643], [-0.8292, -3.3988, 3.6172], [-0.9829, -3.0946, 2.4745], [0.3732, -3.4714, 4.2372], [2.1722, -3.8741, 6.1532], [1.0330, -4.3116, 7.4399], [1.2488, -5.3576, 6.0250], [0.0356, -2.5478, 6.0382], [-1.8267, -4.0218, 6.5270], [-1.1614, -5.3386, 5.5353]],
  "forces_ev_per_a": [[0.8547, -0.8813, -0.3076], [-0.9104, 0.6484, -0.5051], [0.4624, -0.7179, 0.1624], [0.5928, 0.8134, -0.4681], [0.2093, -0.5006, 0.2715], [-0.7321, -0.3281, 0.2092], [-0.0004, -0.3662, 1.0692], [-0.5655, 0.0126, -1.1742], [0.9258, 1.3960, 1.3344], [-0.6428, -0.0490, 0.1847], [-0.2110, -0.2678, 0.1300], [0.0800, 0.8425, -0.1014], [1.1363, 0.9685, -1.1435], [-0.3571, 0.2172, 0.3595], [1.1188, -0.8196, -0.8324], [-0.0640, 0.7377, 0.0358], [-0.6356, -1.0572, 0.7192], [-0.5255, 0.0226, 0.0793], [0.1666, -0.0590, 0.0218], [0.7775, -0.1925, -0.5849], [-0.0548, 0.2459, 0.7846], [-0.9376, -0.2386, 0.7532], [0.3486, 0.0155, 0.2776], [-0.3186, -0.3319, 0.1592], [-0.2321, 0.5994, -0.1626], [-0.4085, -0.2352, 0.1977], [-0.0157, 0.4203, 0.1338], [-0.3752, -0.1614, 0.2123], [0.5073, -0.1146, 0.1918], [-0.5326, -0.0582, 0.3151], [-0.0624, 0.5184, -0.2720], [0.0540, -0.1370, 0.1957], [-0.6477, -0.5825, -0.6851], [-0.2973, -0.1024, -0.3641], [0.3887, -0.1930, -0.2243], [0.1641, -0.0122, -0.2776], [-0.0913, -0.0064, -0.3326], [0.4776, 0.5613, -0.4539], [0.1795, -0.0960, 0.3907], [-0.1613, 0.1297, -0.1921], [-0.1622, -0.0479, -0.0730], [0.0380, -0.0098, 0.0095], [-0.0292, -0.4076, 0.3437], [0.0218, 0.0478, 0.1444], [-0.1179, -0.0158, 0.0159], [-0.0399, -0.1021, 0.0687], [0.0174, -0.1084, 0.0521], [-0.1255, -0.1481, 0.0749], [-0.0133, 0.1563, -0.0640], [0.1951, 0.8417, 0.5893], [0.3404, -0.5880, -0.5492], [-0.3754, 0.1014, -0.1027], [0.1393, -0.0660, 0.2103], [0.3676, -0.0099, -0.0515], [0.5658, 0.1139, -0.8686], [-0.3368, 0.4526, 0.1500], [-0.1892, 0.0006, 0.1043], [-0.1363, 0.1242, 0.1015], [-0.0818, 0.0645, -0.0209], [-0.0224, 0.1266, 0.0340], [-0.0347, 0.1534, 0.1530], [0.0620, -0.1435, 0.0236], [-0.0997, -0.0645, -0.3738], [0.2248, -0.7404, -0.0650], [0.0283, 0.0728, 0.4293], [0.0418, -0.0609, -0.2976], [-0.0624, -0.0435, -0.3598], [0.2096, -0.9609, -0.4167], [-0.1606, 0.3595, 0.3054], [0.0927, 0.0335, 0.1073], [0.0098, 0.0658, 0.0082], [-0.0243, 0.0615, 0.0697], [-0.0823, 0.0695, 0.0577], [-0.0746, 0.2172, -0.0109], [0.1029, -0.0760, -0.0991], [0.2718, -0.1246, -0.2792], [0.5259, -0.2971, 0.5454], [-0.3297, 0.0665, 0.2677], [0.2512, 0.0217, -0.2332], [0.0930, -0.0270, -0.0025], [-0.0060, -0.1268, 0.1973], [-0.4773, 0.0966, -0.1690], [-0.0566, 0.0964, 0.0978], [-0.0375, 0.0526, -0.0272], [-0.0938, 0.0204, 0.0039], [-0.1100, -0.0088, -0.0622], [-0.1374, 0.0912, -0.1683], [0.1537, 0.0285, 0.0220]],
  "spin_multiplicity": 1,
  "relative_energy_kj_mol": 64.7,
  "orbital_gap_ev": 7.17,
  "e_homo_ha": -0.2978,
  "total_energy_ev": -167525.69111,
  "e_lumo_ha": -0.034
}